Computed, not measured: C30H32KNO3PSSi as an isolated structure at a distorted geometry, with the ωB97M-V functional and the def2-TZVPD basis.

The geometry in ORCA input format:
```
! RIJCOSX wB97M-V def2-TZVPD def2/J DEFGRID3
* xyz -1 1
K -0.7107 0.4820 -0.2331
C 3.2080 5.4974 -2.3507
Si 3.5686 4.8485 -0.6241
C 5.3895 5.2764 -0.3025
C 2.5731 5.7871 0.6709
C 3.4222 2.9861 -0.4475
C 4.4985 2.2198 -0.0356
C 4.3969 0.8317 0.0637
C 3.1898 0.2621 -0.2885
N 2.1208 0.9547 -0.6850
C 2.2017 2.3040 -0.7471
S 0.7911 3.2042 -1.1659
H 3.5772 6.5243 -2.4345
H 2.1381 5.4783 -2.5593
H 3.7121 4.8954 -3.1113
H 5.5484 6.3399 -0.5044
H 6.0629 4.7117 -0.9542
H 5.6871 5.0921 0.7334
H 3.1533 6.6207 1.0793
H 2.3031 5.1277 1.4975
H 1.6496 6.1818 0.2452
H 5.4412 2.7000 0.2104
H 5.2275 0.2177 0.3862
H 3.0636 -0.8185 -0.2578
O -3.4174 1.2154 1.9368
C -2.9056 0.1379 1.6101
O -2.7837 -0.3539 0.4555
C -2.2571 -0.6974 2.7610
P -0.4695 -0.2684 2.9264
C -0.0553 -0.9807 4.5661
C -0.6879 -2.1190 5.0627
C -0.2846 -2.6923 6.2628
C 0.7581 -2.1369 6.9881
C 1.3979 -1.0025 6.5032
C 0.9979 -0.4346 5.3040
C -0.5690 1.5135 3.3207
C -1.2631 1.9971 4.4296
C -1.4390 3.3570 4.6081
C -0.9468 4.2524 3.6634
C -0.2564 3.7834 2.5591
C -0.0480 2.4185 2.4023
H -2.3082 -1.7562 2.5008
H -2.7758 -0.5075 3.7019
H -1.5096 -2.5611 4.5134
H -0.7939 -3.5743 6.6326
H 1.0696 -2.5808 7.9258
H 2.2113 -0.5564 7.0628
H 1.4997 0.4533 4.9359
H -1.6825 1.2994 5.1461
H -1.9876 3.7225 5.4680
H -1.1134 5.3157 3.7874
H 0.1120 4.4583 1.7975
H 0.5215 2.0835 1.5407
C -0.7033 -4.1153 -1.3613
C 0.1786 -3.2579 -0.4881
O -0.0529 -2.0830 -0.3296
C 1.3486 -3.8767 0.2074
C 1.8333 -5.1391 -0.1219
C 2.9368 -5.6557 0.5403
C 3.5490 -4.9192 1.5447
C 3.0614 -3.6638 1.8860
C 1.9684 -3.1401 1.2174
H -1.6028 -3.5527 -1.5977
H -0.9621 -5.0505 -0.8637
H -0.1782 -4.3640 -2.2870
H 1.3565 -5.7178 -0.9033
H 3.3188 -6.6331 0.2742
H 4.4076 -5.3250 2.0650
H 3.5352 -3.0917 2.6736
H 1.5715 -2.1619 1.4649
*
```

The value obtained for the HOMO energy is -4.14 eV. The LUMO energy comes out at 2.108 eV. As for the relative energy (zero: lowest compared OMol25 entry of this formula, charge and spin): 52.45 kJ/mol. The total energy comes out at -83594.0345 eV. As for the gap between HOMO and LUMO: 6.3 eV.

Computed, not measured: a 2-piece molecular cluster, C30H32N4O2 overall at a distorted geometry, with the ωB97M-V functional and the def2-TZVPD basis.

The geometry in ORCA input format:
```
! RIJCOSX wB97M-V def2-TZVPD def2/J DEFGRID3
* xyz 0 1
C 1.6939 1.5234 6.2019
C 0.7379 0.7837 5.3486
C 0.5196 1.0777 4.0284
N -0.2990 0.4435 3.2012
C -1.0031 -0.6051 3.7247
O -1.7796 -1.2543 3.0409
N -0.8393 -0.9517 5.0500
C 0.0101 -0.3092 5.9185
O 0.1421 -0.6445 7.0892
H 1.7129 1.0853 7.2040
H 2.7040 1.4723 5.7929
H 1.4074 2.5717 6.2981
H 1.0630 1.8990 3.5898
H -1.3661 -1.7365 5.4001
C 5.6800 -1.5633 -4.0837
N 5.1108 -0.2821 -3.6731
C 6.0442 0.8291 -3.8438
C 3.8382 -0.1253 -3.1053
C 3.3218 1.1515 -2.8340
C 2.1117 1.3178 -2.2172
C 1.3205 0.2161 -1.8517
C 0.0524 0.3698 -1.1598
C -0.2731 1.6036 -0.5372
C -1.4718 1.8896 0.0433
C -1.8380 3.1572 0.6216
C -3.1242 3.3156 1.1580
C -3.5299 4.5202 1.6833
C -2.6650 5.5989 1.6861
C -1.3817 5.4622 1.1857
C -0.9666 4.2592 0.6620
C -0.8897 -0.7624 -1.1406
C -1.4379 -1.2555 0.0571
C -2.3060 -2.3125 0.0534
C -2.7055 -2.9113 -1.1495
N -3.6492 -3.9527 -1.1770
C -4.4609 -4.2068 -2.3644
C -3.6884 -4.9807 -0.1377
C -2.1544 -2.4329 -2.3467
C -1.2549 -1.4048 -2.3385
C 1.8221 -1.0652 -2.1634
C 3.0404 -1.2313 -2.7620
H 4.9074 -2.2954 -4.2976
H 6.2753 -1.4297 -4.9860
H 6.3347 -1.9432 -3.3026
H 5.8105 1.6488 -3.1698
H 7.0573 0.4975 -3.6199
H 6.0208 1.1836 -4.8728
H 3.8761 2.0242 -3.1320
H 1.7450 2.3160 -2.0563
H 0.4741 2.3725 -0.5416
H -2.2132 1.1123 0.0462
H -3.7948 2.4756 1.1541
H -4.5201 4.6217 2.0979
H -2.9875 6.5507 2.0722
H -0.7001 6.2987 1.2150
H 0.0387 4.1690 0.2867
H -1.1408 -0.8144 0.9901
H -2.7251 -2.6618 0.9795
H -4.5514 -3.2961 -2.9520
H -4.0096 -4.9844 -2.9743
H -5.4624 -4.5231 -2.0792
H -2.7731 -4.9505 0.4536
H -4.5451 -4.8298 0.5165
H -3.7664 -5.9695 -0.5906
H -2.4201 -2.9066 -3.2762
H -0.8217 -1.0639 -3.2638
H 1.2384 -1.9346 -1.9040
H 3.4040 -2.2265 -2.9461
*
```

The value obtained for the HOMO energy is -5.80 eV. The LUMO energy comes out at -2.254 eV. As for the relative energy (zero: lowest compared OMol25 entry of this formula, charge and spin): 417.49 kJ/mol. The total energy comes out at -41683.1436 eV. As for the gap between HOMO and LUMO: 3.6 eV.

Computed, not measured: C30H33BClFeN8O2 as an isolated structure at a distorted geometry, with the ωB97M-V functional and the def2-TZVPD basis.

The geometry in ORCA input format:
```
! RIJCOSX wB97M-V def2-TZVPD def2/J DEFGRID3
* xyz -1 1
Fe -0.3311 0.4856 0.4374
C -4.2494 -1.1857 0.6916
C -2.8779 -0.6437 0.9710
N -2.0726 -0.2791 0.0073
N -2.4713 -0.4141 -1.2514
C -1.4963 -0.0601 -2.1033
O -0.3629 0.3364 -1.7548
C -1.8186 -0.1916 -3.5402
C -0.7996 -0.3626 -4.4733
C -1.1013 -0.5273 -5.8145
C -2.4204 -0.5018 -6.2479
C -3.4393 -0.2932 -5.3266
C -3.1416 -0.1471 -3.9835
C -2.3752 -0.5023 2.3042
C -3.0243 -1.0391 3.4295
C -2.4356 -0.9522 4.6700
C -1.2132 -0.2946 4.7994
C -0.6540 0.2485 3.6566
N -1.1960 0.1547 2.4523
H -4.4553 -1.0732 -0.3681
H -5.0048 -0.6410 1.2622
H -4.3229 -2.2455 0.9531
H 0.2299 -0.3732 -4.1359
H -0.3047 -0.6848 -6.5307
H -2.6490 -0.6394 -7.2973
H -4.4672 -0.2494 -5.6656
H -3.9274 0.0142 -3.2586
H -3.9768 -1.5361 3.3040
H -2.9165 -1.3933 5.5341
H -0.7235 -0.1913 5.7562
H 0.2792 0.8007 3.7144
B 0.7706 3.8277 1.3245
N -0.3008 3.6127 0.2360
C -0.6959 4.5635 -0.6191
C -1.8193 4.1160 -1.2936
C -2.0393 2.8436 -0.7702
N -1.1215 2.5566 0.1524
N 1.6199 2.5517 1.5911
C 2.7048 2.5736 2.3745
C 3.1765 1.2821 2.5210
C 2.2957 0.5134 1.7679
N 1.3627 1.2915 1.2117
H 1.5078 4.6991 0.9379
H 0.2172 4.1306 2.3631
H -0.1718 5.5011 -0.6872
H -2.3821 4.6340 -2.0504
H -2.8137 2.1322 -1.0110
H 3.0742 3.4982 2.7851
H 4.0372 0.9501 3.0739
H 2.2913 -0.5470 1.6025
C -1.5497 -4.6261 1.7548
N -0.6948 -3.7167 1.0324
C -0.5494 -3.9226 -0.3983
C -0.2202 -2.5917 1.5931
O 0.3728 -1.7209 0.9817
H -1.1108 -5.6261 1.7985
H -2.5240 -4.7007 1.2648
H -1.7025 -4.2649 2.7717
H -0.2007 -4.9375 -0.5939
H 0.1750 -3.2042 -0.7751
H -1.4995 -3.7556 -0.9130
H -0.3999 -2.5390 2.6798
Cl 8.2166 0.9189 0.5351
C 6.5675 0.6703 -0.0081
C 5.9217 1.6582 -0.7535
C 4.6497 1.4399 -1.2273
C 3.9368 0.2178 -0.9795
C 2.6657 -0.0121 -1.4676
C 4.6385 -0.7495 -0.1791
C 5.9143 -0.5244 0.2844
H 6.4284 2.5954 -0.9525
H 4.1467 2.2102 -1.8016
H 2.1258 -0.9176 -1.2069
H 2.1423 0.7038 -2.0854
H 4.1351 -1.6814 0.0592
H 6.4204 -1.2730 0.8847
*
```

The value obtained for the HOMO energy (spin up / spin down) is -1.38 / -1.38 eV. The LUMO energy (spin up / spin down) comes out at 1.461 / 1.456 eV. As for the relative energy (zero: lowest compared OMol25 entry of this formula, charge and spin): 153.50 kJ/mol. The total energy comes out at -95248.7028 eV. As for the gap between HOMO and LUMO (spin up / spin down): 2.8 / 2.8 eV.